DFT (wB97M-V/def2-TZVPD) results for a structure of composition CHBr2N in a non-equilibrium geometry.

Geometry as ORCA input:
```
! RIJCOSX wB97M-V def2-TZVPD def2/J DEFGRID3
* xyz 0 3
C 0.53543 -1.28205 -1.08685
N 0.41719 -0.79092 0.19931
Br 1.36971 -2.96885 -1.17851
Br 0.20935 -0.45353 -2.77426
H -0.18018 0.08552 0.44733
*
```

Computed properties:
frontier orbital gap (alpha / beta): 7.463 / 7.330 eV
relative energy (zero: lowest compared OMol25 entry of this formula, charge and spin): 0.0 kcal per mole
E_LUMO (alpha / beta): 0.014 / -0.115 Eh

---

DFT (wB97M-V/def2-TZVPD) results for the ion CH2N5O3 with charge -1 in a non-equilibrium geometry.

Geometry as ORCA input:
```
! RIJCOSX wB97M-V def2-TZVPD def2/J DEFGRID3
* xyz -1 1
C -1.60090 0.62208 -2.58573
N -2.34705 0.91359 -3.38720
N -1.11420 -0.55615 0.48860
N -0.62247 0.40881 -1.62010
N -0.81788 -0.77730 -0.88717
N -0.22895 -1.87700 -1.37944
O -0.30737 1.45689 -0.79620
O -0.02871 -2.83075 -0.67430
O 0.00494 -1.78629 -2.60282
H -0.88144 0.43017 0.36779
H -0.39282 -0.86459 1.17150
*
```

Computed properties:
frontier orbital gap: 7.878 eV
relative energy (zero: lowest compared OMol25 entry of this formula, charge and spin): 60.5 kcal per mole
E_LUMO: 0.150 Eh

---

DFT (wB97M-V/def2-TZVPD) results for a cluster of 2 separate species, C26H53N2O7P2S2 in total in a non-equilibrium geometry.

Geometry as ORCA input:
```
! RIJCOSX wB97M-V def2-TZVPD def2/J DEFGRID3
* xyz 1 1
O 6.18834 -2.65343 1.46185
S 4.75339 -2.73598 1.57790
O 4.32897 -4.10972 0.83261
C 5.31328 -4.73889 0.00612
C 5.64817 -3.97948 -1.28155
C 5.95703 -4.96297 -2.42410
C 4.78513 -5.48747 -3.25778
C 4.13474 -6.77713 -2.71234
C 2.60528 -6.71588 -2.76576
S 1.91785 -6.19203 -1.18476
C 1.10539 -4.79265 -1.76945
N 1.20629 -4.19669 -2.92284
N 0.37402 -3.08592 -2.85150
C -0.12151 -3.09993 -1.64716
O 0.27701 -4.16251 -0.90804
C 4.58290 -2.92855 -1.59000
C 4.71901 -1.62935 -0.81419
P 3.76675 -0.27648 -1.58049
O 4.03133 1.02397 -0.98494
O 2.26656 -0.78599 -1.39402
O 4.05653 -0.33868 -3.14786
O 4.15205 -1.67021 0.50060
H 4.92401 -5.71734 -0.22753
H 6.21527 -4.89071 0.58056
H 6.56695 -3.44355 -1.07225
H 6.71897 -4.53342 -3.05821
H 6.43295 -5.82011 -1.95531
H 5.15172 -5.68722 -4.25632
H 4.00506 -4.74794 -3.37516
H 4.43098 -7.63177 -3.30657
H 4.47643 -6.98265 -1.70758
H 2.29429 -6.00065 -3.51113
H 2.16937 -7.66472 -3.04032
H -0.77111 -2.38048 -1.19959
H 3.59828 -3.34458 -1.42433
H 4.63795 -2.70816 -2.64911
H 5.74857 -1.28896 -0.79270
H 1.75022 -0.84819 -2.20234
H 3.50166 -0.96763 -3.61519
C 1.11344 3.83210 0.13834
C -0.22739 4.45463 -0.24282
C -1.01251 4.96997 0.96510
C -1.65134 3.87890 1.84055
P -3.22449 3.19460 1.29315
C -4.33005 4.58372 0.94454
C -4.45804 5.72565 1.96607
C -5.29744 5.46634 3.22106
C -6.67333 4.86654 2.95028
C -3.94942 2.27655 2.66171
C -3.20418 1.10292 3.32502
C -3.26662 -0.26256 2.63383
C -4.64170 -0.64754 2.09945
C -3.22815 2.33072 -0.29306
C -2.56634 0.96560 -0.53390
C -1.08149 0.84008 -0.15767
C -0.14887 0.97942 -1.35988
H 0.99938 2.99829 0.83511
H 1.62847 3.45248 -0.74247
H 1.76092 4.57357 0.60712
H -0.81946 3.73307 -0.81107
H -0.04649 5.29317 -0.91681
H -1.77976 5.67347 0.63250
H -0.33531 5.54310 1.59963
H -1.88034 4.30683 2.82360
H -0.93895 3.07759 2.04519
H -5.30782 4.16613 0.69210
H -3.95423 5.01181 0.00994
H -4.90766 6.56365 1.43035
H -3.46486 6.06673 2.26858
H -5.42667 6.42520 3.72478
H -4.75195 4.84356 3.93474
H -7.25612 5.50595 2.28546
H -7.23072 4.75932 3.87930
H -6.61362 3.87502 2.49691
H -4.97272 2.00795 2.39207
H -4.05096 3.04161 3.43606
H -3.64167 0.99460 4.31885
H -2.15926 1.37737 3.48992
H -2.95061 -1.01203 3.36072
H -2.52415 -0.31142 1.83544
H -5.38036 -0.69372 2.90136
H -4.60603 -1.62885 1.62843
H -5.01005 0.05370 1.34689
H -2.85895 3.05275 -1.02754
H -4.29457 2.22670 -0.52687
H -2.68335 0.75148 -1.59768
H -3.15259 0.19845 -0.02857
H -0.91049 -0.13747 0.29901
H -0.80698 1.57342 0.60328
H -0.28688 0.15359 -2.05820
H 0.89405 0.97043 -1.04632
H -0.33142 1.90885 -1.90278
*
```

Computed properties:
frontier orbital gap: 8.878 eV
E_LUMO: -0.074 Eh

---

DFT (wB97M-V/def2-TZVPD) results for a structure of composition C27H71N9O14V in a non-equilibrium geometry.

Geometry as ORCA input:
```
! RIJCOSX wB97M-V def2-TZVPD def2/J DEFGRID3
* xyz 1 3
V 12.95748 -11.73778 22.01634
N 15.85025 -10.56276 20.84978
O 14.85778 -10.88975 21.60720
O 15.73903 -10.73210 19.63494
O 16.85855 -10.16177 21.37083
C 12.45963 -9.28251 24.23928
O 12.64076 -10.17883 23.20040
H 12.92513 -9.64765 25.16082
H 12.87342 -8.30031 23.99466
H 11.39020 -9.15486 24.45675
C 10.64445 -3.73459 21.13256
O 11.87241 -4.25742 21.53766
C 11.90366 -5.65752 21.41623
C 13.25243 -6.18181 21.85061
N 14.29514 -5.93605 20.86209
C 15.44214 -6.82415 21.01445
C 16.36321 -6.39205 22.13280
O 15.88771 -6.59235 23.44502
C 16.11960 -7.91252 23.88134
H 9.80147 -3.93176 21.80427
H 10.38795 -4.04644 20.10974
H 10.73582 -2.64724 21.08349
H 11.74920 -5.88260 20.34679
H 11.12250 -6.17192 21.99545
H 13.15898 -7.26125 22.06422
H 13.54516 -5.71618 22.79358
H 13.90704 -6.03488 19.93136
H 16.01554 -6.71432 20.08624
H 15.19842 -7.90138 21.04051
H 16.55098 -5.32811 21.97760
H 17.33134 -6.89406 21.99301
H 15.66454 -8.67737 23.23304
H 15.68699 -8.04470 24.87226
H 17.18904 -8.15936 23.88104
C 19.73159 -9.03490 18.85768
O 19.23783 -8.16215 17.87613
C 17.87254 -8.30752 17.63021
C 17.26125 -6.96881 17.26152
N 18.01227 -6.34952 16.19209
C 17.70253 -4.95294 15.98368
C 18.75010 -4.33237 15.08925
O 19.99286 -4.35210 15.75175
C 21.05886 -4.09024 14.87430
H 20.78543 -8.80467 19.00326
H 19.69320 -10.08811 18.54452
H 19.18981 -8.94702 19.80496
H 17.32920 -8.62514 18.53536
H 17.67767 -9.07223 16.86239
H 17.28015 -6.35135 18.17805
H 16.21480 -7.03876 16.94455
H 19.00690 -6.44805 16.36323
H 17.64791 -4.34264 16.89992
H 16.75970 -4.83687 15.43586
H 18.50258 -3.30058 14.80879
H 18.79893 -4.92394 14.16297
H 21.22387 -4.90124 14.15262
H 21.96265 -3.97539 15.46762
H 20.87333 -3.17751 14.29344
C 19.54466 -14.74439 31.70045
O 19.82060 -14.94312 30.33519
C 20.19767 -13.75758 29.70198
C 20.11374 -13.91693 28.19178
N 18.75295 -13.79235 27.71178
C 18.58605 -14.07666 26.29714
C 17.51048 -13.23350 25.66466
O 17.83758 -11.86749 25.78999
C 16.79549 -11.03296 25.35708
H 19.29599 -15.67782 32.19343
H 18.70174 -14.04419 31.81750
H 20.38003 -14.25597 32.22310
H 21.22031 -13.46594 29.97464
H 19.52381 -12.92020 29.95168
H 20.46656 -14.92938 27.96946
H 20.80227 -13.20078 27.71733
H 18.40048 -12.85702 27.87953
H 18.34282 -15.13681 26.13205
H 19.54118 -13.99631 25.74924
H 16.55840 -13.43174 26.17676
H 17.47094 -13.52508 24.60486
H 16.70411 -11.05106 24.26113
H 17.05079 -10.00951 25.62380
H 15.83947 -11.31546 25.81566
C 7.11078 -13.84722 22.92863
O 8.28599 -13.04637 23.02028
C 8.42986 -12.11858 21.98415
C 9.78938 -11.47375 22.12425
N 10.92025 -12.44244 22.00741
C 10.86585 -13.12713 20.67068
C 12.15058 -13.83604 20.25554
O 13.37076 -13.14041 20.52727
C 14.50585 -13.88883 20.04910
H 6.20429 -13.23547 22.89488
H 7.11906 -14.46835 23.81634
H 7.12343 -14.43330 22.00288
H 7.69419 -11.30317 21.99482
H 8.32606 -12.62221 21.01056
H 9.86049 -11.02381 23.11554
H 9.85120 -10.67644 21.38379
H 10.53081 -13.16141 22.62957
H 10.55553 -12.47137 19.85957
H 10.12642 -13.93000 20.71295
H 12.04936 -14.04188 19.18552
H 12.19554 -14.82617 20.73083
H 14.66349 -14.75747 20.69016
H 15.35987 -13.22433 20.14757
H 14.35418 -14.13713 19.00388
C 12.31881 -9.49508 19.82636
O 12.35044 -10.60140 20.40097
N 11.37861 -8.55351 20.12426
N 13.07042 -9.28016 18.73692
H 11.18346 -7.83499 19.45324
H 10.87101 -8.65100 20.98255
H 13.10150 -8.41573 18.22799
H 13.78151 -9.96983 18.54953
C 14.08037 -11.78046 16.45465
O 13.75918 -12.62515 17.28652
N 13.64424 -11.81674 15.15261
N 14.92702 -10.73873 16.77011
H 13.95693 -11.09008 14.53539
H 13.24679 -12.66368 14.79614
H 15.36158 -10.75137 17.67872
H 15.40142 -10.20353 16.06337
*
```

Computed properties:
frontier orbital gap (alpha / beta): 5.181 / 6.363 eV
E_LUMO (alpha / beta): -0.174 / -0.130 Eh

---

DFT (wB97M-V/def2-TZVPD) results for a cluster of 2 separate species, CH2N4O2 in total in a non-equilibrium geometry.

Geometry as ORCA input:
```
! RIJCOSX wB97M-V def2-TZVPD def2/J DEFGRID3
* xyz 0 1
C -3.13032 -1.62868 0.08109
N 0.25558 0.29704 -1.11789
N 2.40924 1.17672 1.49004
N 1.12487 0.82364 -0.44362
N 1.96115 0.77825 0.40121
O -3.72466 -0.69947 0.30353
O -2.45201 -2.48166 -0.19842
H 0.20920 0.46518 -2.15991
H 3.34694 1.26897 1.64397
*
```

Computed properties:
frontier orbital gap: 8.929 eV
SMILES: [H]/N=N/N=N/[H].O=C=O
relative energy (zero: lowest compared OMol25 entry of this formula, charge and spin): 84.6 kcal per mole
E_LUMO: 0.020 Eh

---

DFT (wB97M-V/def2-TZVPD) results for a structure of composition C5H13NO in a non-equilibrium geometry.

Geometry as ORCA input:
```
! RIJCOSX wB97M-V def2-TZVPD def2/J DEFGRID3
* xyz 0 1
C 1.46196 -0.83071 0.46671
C 2.22845 0.02159 -0.51871
C 1.35631 -0.41486 1.83093
H 1.53994 -1.90359 0.30345
H 0.14932 -0.51945 0.05864
H 1.21406 -1.19147 2.57698
H 2.02961 0.36547 2.17291
H 3.30645 -0.07891 -0.37372
H 1.95740 1.07221 -0.40415
H 1.99145 -0.25598 -1.54689
H 0.15995 0.17819 1.87976
C -2.37707 1.15375 -1.69828
C -1.12319 0.03314 -0.04687
O -2.07649 -0.96672 0.00859
N -1.24566 1.04039 -0.79672
H -1.83868 -1.60612 0.68982
H -0.69921 0.33107 1.24065
H -2.28862 0.45195 -2.53333
H -3.33612 0.95404 -1.20840
H -2.40985 2.16601 -2.10137
*
```

Computed properties:
frontier orbital gap: 9.354 eV
relative energy (zero: lowest compared OMol25 entry of this formula, charge and spin): 112.3 kcal per mole
E_LUMO: 0.025 Eh

---

Copy entry 5 word for word.
DFT (wB97M-V/def2-TZVPD) results for a cluster of 2 separate species, CH2N4O2 in total in a non-equilibrium geometry.

Geometry as ORCA input:
```
! RIJCOSX wB97M-V def2-TZVPD def2/J DEFGRID3
* xyz 0 1
C -3.13032 -1.62868 0.08109
N 0.25558 0.29704 -1.11789
N 2.40924 1.17672 1.49004
N 1.12487 0.82364 -0.44362
N 1.96115 0.77825 0.40121
O -3.72466 -0.69947 0.30353
O -2.45201 -2.48166 -0.19842
H 0.20920 0.46518 -2.15991
H 3.34694 1.26897 1.64397
*
```

Computed properties:
frontier orbital gap: 8.929 eV
SMILES: [H]/N=N/N=N/[H].O=C=O
relative energy (zero: lowest compared OMol25 entry of this formula, charge and spin): 84.6 kcal per mole
E_LUMO: 0.020 Eh